DFT (ωB97M-V/def2-TZVPD) results for C18H40OP2ReSi as an isolated structure in a non-equilibrium geometry.

Values from the calculation:
HOMO level (alpha / beta)   -14.3 / -14.1 eV
ΔE to the lowest compared entry with this formula, charge and spin   0.0 kJ/mol
Net charge   +2
2S+1   4

Geometry as XYZ:
```
63
C18H40OP2ReSi | the Open Molecules 2025 dataset | ωB97M-V/def2-TZVPD
Re 0.373 1.894 -0.709
P -2.465 -0.035 1.300
P -0.154 -2.894 0.635
Si 3.105 -0.135 0.595
O 1.844 0.647 -0.069
C 2.665 -1.400 1.943
C 4.102 1.167 1.498
C 0.024 1.777 -3.564
C 0.730 3.240 0.946
C -0.749 -0.048 1.935
C -1.468 2.731 -0.693
C -2.674 1.939 -1.217
C -2.878 -1.822 1.079
C -0.647 3.109 -3.127
C -3.285 0.532 2.812
C 0.277 -4.494 1.465
C -1.989 -2.790 0.300
C -2.197 0.662 -1.927
C 0.333 0.854 -2.424
C -0.558 3.375 -1.620
C 4.101 -1.160 -0.640
C 0.469 -3.144 -1.059
C -0.741 0.412 -1.511
H 3.412 1.906 1.921
H 0.978 2.036 -4.045
H -0.610 -0.577 -1.059
H 0.957 -4.121 -1.156
H 0.113 -4.393 2.539
H -3.278 -0.268 3.558
H -0.280 -5.366 1.115
H -1.689 3.187 -3.487
H -0.673 0.407 2.935
H -3.833 -1.713 0.547
H 1.346 -4.695 1.363
H -4.292 0.826 2.503
H 4.953 -1.623 -0.119
H -0.070 3.911 -3.613
H 3.119 -1.078 2.887
H -0.240 4.382 -1.335
H -0.327 -3.043 -1.811
H -2.822 -0.179 -1.592
H -3.274 1.669 -0.332
H 0.140 4.165 0.891
H 1.031 0.051 -2.693
H 1.579 -1.475 2.072
H -0.250 -1.042 1.992
H -3.306 2.570 -1.850
H 1.219 -2.376 -1.283
H 3.516 -1.980 -1.079
H 4.817 1.676 0.845
H -1.737 3.291 0.217
H -0.189 0.575 1.215
H -3.079 -2.146 2.103
H 0.589 2.700 1.889
H -2.313 0.775 -3.016
H 4.506 -0.547 -1.456
H -2.070 -2.561 -0.774
H -0.585 1.240 -4.308
H -2.772 1.434 3.153
H 1.798 3.462 0.812
H 4.659 0.719 2.328
H -2.326 -3.825 0.476
H 3.065 -2.392 1.699
```


DFT (ωB97M-V/def2-TZVPD) results for C18H40P2SiZr as an isolated structure in a non-equilibrium geometry.

Values from the calculation:
HOMO level (alpha / beta)   -12.6 / -12.6 eV
Net charge   +2

Geometry as XYZ:
```
62
C18H40P2SiZr | the Open Molecules 2025 dataset | ωB97M-V/def2-TZVPD
Zr 1.188 -0.296 -0.298
P 1.258 1.690 1.343
P -0.866 -1.839 0.595
Si 0.467 -3.336 1.733
C 0.916 2.812 -2.148
C 0.329 2.583 2.599
C -0.409 -4.814 1.052
C -1.474 3.598 -1.671
C -2.108 2.454 -2.447
C 2.354 -0.587 1.760
C 0.165 1.212 -3.936
C 2.574 2.801 0.699
C 0.648 2.633 -3.605
C -0.306 1.270 0.191
C -1.242 0.070 0.672
C -0.702 -2.338 -1.136
C -1.584 1.071 -2.145
C -0.572 0.496 -2.839
C 2.306 -3.932 2.000
C 0.005 3.422 -1.348
C -0.155 -2.869 3.428
C -2.601 -2.345 1.017
H -2.217 0.132 0.146
H 0.586 -2.267 3.971
H 3.204 2.290 -0.043
H -2.995 -1.734 1.849
H 0.288 -2.089 -1.594
H 2.827 -3.342 2.773
H -2.028 3.771 -0.725
H 1.919 2.562 -1.811
H 2.341 -4.998 2.314
H 2.860 -3.837 1.060
H 1.044 0.607 -4.208
H -2.025 2.586 -3.531
H 3.201 0.122 1.906
H -0.255 -3.836 3.939
H -0.069 3.420 -3.925
H -1.529 -1.906 -1.714
H -1.456 0.177 1.740
H -3.195 2.460 -2.231
H 1.585 2.805 -4.167
H -0.736 2.291 0.127
H -0.507 1.212 -4.830
H 0.345 4.021 -0.486
H -1.115 -2.340 3.476
H 3.253 3.056 1.534
H 0.124 -5.633 1.556
H -1.481 -4.866 1.276
H 0.080 1.188 -0.949
H -0.796 -3.432 -1.160
H -2.207 0.476 -1.469
H -0.259 -4.925 -0.031
H 0.876 2.774 3.538
H 1.757 -0.539 2.701
H -0.386 -0.591 -2.859
H 2.169 3.706 0.259
H -2.711 -3.409 1.315
H 2.774 -1.612 1.735
H -0.576 2.027 2.868
H 0.011 3.557 2.205
H -1.589 4.549 -2.233
H -3.299 -2.191 0.162
```


DFT (ωB97M-V/def2-TZVPD) results for a 3-piece molecular cluster, C18H41B3N3O8P overall in a non-equilibrium geometry.

Values from the calculation:
HOMO level   -8.0 eV
Net charge   0

Geometry as XYZ:
```
74
C18H41B3N3O8P | the Open Molecules 2025 dataset | ωB97M-V/def2-TZVPD
P -0.758 -2.444 -2.661
O -0.418 -2.432 5.194
O 1.992 3.234 -0.038
O 2.112 -2.419 0.717
O 0.080 -7.952 3.148
O -0.418 -3.044 0.299
O -0.869 -3.038 3.212
O 1.393 -3.852 -1.263
O -0.613 6.490 -1.312
N -1.264 -2.295 4.294
N -0.758 8.728 -1.375
N -0.652 -7.576 5.236
C -0.575 -0.547 -2.519
C -1.166 -5.934 3.478
C 2.515 1.257 -1.501
C 4.235 -0.892 -1.209
C 0.406 -2.442 2.775
C -1.963 7.504 0.386
C 2.947 2.787 -1.082
C 0.767 3.814 -0.676
C -1.067 7.521 -0.821
C -0.567 3.295 0.142
C -2.574 -3.004 -2.857
C -0.533 -7.222 3.925
C 3.568 -2.333 -1.663
C -3.060 -2.495 -4.370
C 3.734 0.357 -2.147
C -1.324 -6.867 6.299
C -1.183 10.042 -0.956
C -1.960 0.256 -2.158
B 2.358 -2.859 -0.670
B 0.075 -3.149 -1.088
B 0.725 -2.666 1.152
H -1.716 10.508 -1.789
H 1.654 1.366 -2.311
H -2.138 0.215 -0.982
H -3.777 -1.568 -4.327
H -1.815 1.413 -2.409
H -0.044 -0.040 -3.459
H 4.059 2.837 -0.650
H -0.984 -5.791 2.408
H -0.151 8.655 -2.183
H 0.754 4.986 -0.631
H -0.237 2.296 0.696
H 3.064 -2.130 -2.722
H -2.858 -0.231 -2.730
H 2.030 0.733 -0.556
H 0.690 3.402 -1.774
H 2.901 3.558 -1.963
H 0.172 -0.339 -1.611
H 4.644 1.101 -2.333
H -1.499 8.058 1.206
H -0.590 -6.651 7.079
H -2.115 6.470 0.711
H 3.883 -0.669 -0.115
H 4.356 -3.186 -1.843
H -1.832 10.011 -0.080
H -2.552 -4.195 -2.907
H 0.325 -1.275 2.974
H -1.470 2.992 -0.561
H -0.291 10.631 -0.729
H -3.483 -3.400 -5.002
H -3.306 -2.630 -2.019
H -2.936 7.934 0.137
H -1.777 -5.935 5.957
H 5.407 -0.963 -1.322
H 3.367 0.036 -3.229
H -0.935 4.059 0.964
H -0.200 -8.456 5.457
H -0.725 -5.092 4.018
H -2.098 -7.522 6.707
H -2.075 -2.149 -4.945
H 1.358 -2.894 3.334
H -2.246 -5.969 3.642
```


Q: Among the records above, which one has the lowest net charge?
A: C18H41B3N3O8P


Q: What is the formula in the first record?
A: C18H40OP2ReSi


Q: Look up the net charge of the second one.
A: +2